(1)
ORCA calculation (wB97M-V/def2-TZVPD) on the ion C5H4N with charge +1 in a non-equilibrium geometry.

Structure (XYZ):
```
10
Properties=species:S:1:pos:R:3:forces:R:3:nbo_charge:R:1
C 1.238023 -2.630582 -3.020277 0.97 -0.92 -1.21 0.557
C 0.038808 -2.043917 -0.859602 -0.11 -2.16 1.94 0.394
C 0.016668 -0.606969 -1.825553 1.56 0.51 -0.77 0.270
C 0.504326 -1.901483 -2.261325 -1.55 2.09 1.10 -0.614
C 0.184781 -0.005360 0.678109 -0.56 1.12 1.85 -0.451
N 0.255059 -0.766469 -0.499354 -0.18 -0.36 -2.59 -0.254
H -0.648469 0.070432 -2.345602 -0.36 0.04 0.18 0.281
H -0.857966 0.104159 1.008715 0.18 -0.06 -0.17 0.273
H 0.728539 -0.510070 1.480054 0.03 0.00 -0.26 0.276
H 0.593161 0.993879 0.504430 0.02 -0.27 -0.07 0.268
```
Positions in Å, forces in eV/Å.

**Relative energy (zero: lowest compared OMol25 entry of this formula, charge and spin)**: 5.188 eV
**HOMO energy**: -15.9 eV
**Total energy**: -247.07129 a.u.
**Strongest force on any atom**: 0.056 Eh/bohr
**Kohn-Sham gap**: 0.3207 Eh
**Net charge**: +1



(2)
ORCA calculation (wB97M-V/def2-TZVPD) on a structure of composition C38H41Cl2NO8TaTe in a non-equilibrium geometry.

Structure (XYZ):
```
92
Properties=species:S:1:pos:R:3:forces:R:3:mulliken_spin:R:1
Ta -0.241080 -0.301444 -0.076840 -0.25 0.65 1.54 0.643
Cl 0.507648 -2.268173 1.266774 0.52 -0.92 0.84 0.006
C 1.690210 -1.431369 2.343230 0.01 0.13 -0.06 0.003
Cl 1.963826 0.192959 1.682762 0.41 0.01 0.31 0.024
H 2.617442 -1.989483 2.347026 0.03 -0.02 -0.07 -0.001
H 1.246837 -1.350488 3.327018 -0.08 0.03 0.01 -0.001
C -0.695534 -5.273708 -6.024419 -0.02 0.03 0.08 -0.001
O -1.103075 -4.686132 -4.773896 -0.05 -0.18 -0.21 0.013
C -0.422815 -3.669841 -4.284871 0.11 0.13 0.00 0.031
C 0.713557 -3.107540 -4.920027 -0.06 -0.08 -0.05 -0.015
C 1.373862 -2.079644 -4.321952 0.11 0.08 0.09 0.025
C 0.959670 -1.551707 -3.071189 -0.06 -0.06 -0.19 0.047
C 1.717897 -0.574537 -2.400516 0.14 0.01 -0.18 0.050
C 2.943068 0.030218 -3.007003 0.12 -0.10 0.00 0.006
O 1.409042 -0.171930 -1.221930 0.45 -0.09 -0.22 -0.020
C -0.222112 -2.094860 -2.497905 0.21 0.25 0.14 -0.009
O -0.695125 -1.554122 -1.368598 -0.67 -1.48 -1.45 0.004
C -0.891161 -3.140641 -3.080672 -0.18 -0.12 -0.05 0.021
H -1.380872 -6.093166 -6.198324 -0.06 -0.03 0.02 0.000
H 0.321424 -5.656123 -5.956349 0.02 -0.01 0.04 0.001
H -0.777518 -4.548743 -6.832374 -0.02 0.04 0.00 0.001
H 1.063239 -3.491374 -5.866215 -0.02 0.00 0.02 0.000
H 2.247661 -1.668795 -4.810730 -0.01 -0.04 0.03 0.003
H 2.760260 0.351767 -4.031636 0.03 0.00 0.00 0.002
H 3.753238 -0.702886 -3.026398 -0.01 0.00 -0.03 0.004
H 3.278597 0.876739 -2.416852 0.01 0.05 0.08 -0.001
H -1.782168 -3.546290 -2.619287 0.04 0.00 -0.03 0.001
O -2.175564 -0.944598 0.707373 -0.06 0.50 0.11 0.000
C -2.139547 0.067702 1.482637 -0.33 -0.31 0.05 0.020
O -0.949451 0.519939 1.727360 -0.27 0.03 0.06 0.000
C -3.357159 0.749195 1.917805 0.25 0.13 -0.07 -0.012
C -4.466931 0.021770 2.319263 -0.12 -0.07 -0.07 0.002
C -5.667105 0.665673 2.623785 0.02 -0.18 0.07 -0.001
C -5.699355 2.027602 2.455883 -0.14 0.01 0.02 0.001
O -6.745764 2.859639 2.644480 -0.01 0.08 0.03 0.000
C -6.300389 4.177306 2.296383 0.12 -0.16 0.01 0.000
O -4.907699 4.073168 1.957382 -0.07 0.07 0.02 0.000
C -4.591042 2.752759 2.040105 0.10 0.12 -0.03 -0.001
C -3.393922 2.152767 1.776209 0.14 0.03 0.14 -0.001
H -4.398136 -1.055395 2.400150 -0.01 0.03 -0.01 0.000
H -6.532276 0.118611 2.971898 0.01 0.03 -0.04 0.000
H -6.421766 4.840228 3.148734 0.03 0.01 0.09 0.000
H -6.862167 4.534981 1.436552 -0.03 -0.02 -0.10 0.000
H -2.527948 2.719649 1.453891 -0.03 -0.04 0.01 0.000
C -2.559125 0.958575 -2.501098 0.12 0.06 -0.06 -0.011
C -1.253522 1.532973 -2.045724 -0.05 -0.01 0.49 0.010
O -0.539537 2.210712 -2.928131 0.02 0.06 0.45 0.026
N -0.764804 1.440229 -0.841388 -0.45 0.64 -1.46 0.000
Te 0.990919 2.867291 -1.692156 0.04 0.99 -0.48 0.114
C 1.903260 4.001443 -3.257333 -0.07 -0.07 0.00 -0.002
C 1.801918 3.796679 -4.638981 -0.06 -0.13 -0.04 -0.004
C 1.040122 2.671821 -5.303772 0.01 0.15 0.06 0.001
C 2.447719 4.696682 -5.479633 0.04 -0.03 -0.06 -0.001
C 3.206833 5.756167 -5.001275 0.02 0.05 -0.03 0.001
C 3.908757 6.702133 -5.937011 -0.01 -0.04 0.05 0.000
C 3.340230 5.888105 -3.625069 0.10 0.07 -0.02 0.000
C 2.713166 5.024342 -2.739800 -0.01 0.07 0.17 -0.001
C 2.939791 5.270340 -1.258030 -0.09 0.01 -0.18 0.008
C -0.121903 4.430675 -0.831791 0.04 -0.14 0.11 0.015
C -0.866473 5.336045 -1.601067 0.05 0.01 -0.17 0.005
C -0.897395 5.401849 -3.111853 0.06 0.02 0.15 0.000
C -1.622822 6.279889 -0.913102 -0.08 0.03 -0.04 -0.001
C -1.668684 6.343993 0.471727 -0.03 0.07 0.05 0.003
C -2.495110 7.381191 1.179480 0.04 -0.04 -0.03 0.000
C -0.908671 5.432321 1.196016 -0.03 0.03 0.07 -0.003
C -0.126149 4.474831 0.572730 0.05 -0.07 0.02 -0.012
C 0.692399 3.570625 1.463843 -0.13 0.10 -0.04 -0.009
H -2.889561 1.422369 -3.426263 0.02 0.01 -0.01 0.000
H -3.302350 1.094016 -1.717127 0.01 0.00 0.00 0.001
H -2.443721 -0.115084 -2.662800 0.01 0.00 -0.02 0.004
H 0.971729 1.780813 -4.686147 0.01 -0.06 0.03 -0.002
H 1.529928 2.401672 -6.238753 0.00 0.02 0.02 0.000
H 0.019770 2.976446 -5.547821 0.00 -0.02 0.05 0.000
H 2.359944 4.552909 -6.552387 0.02 0.00 0.05 0.000
H 3.522039 6.620971 -6.951660 0.00 0.01 0.03 0.000
H 4.978033 6.480639 -5.966982 -0.03 0.00 0.00 0.000
H 3.801074 7.734749 -5.603849 -0.01 -0.03 -0.01 0.000
H 3.959051 6.685671 -3.223983 -0.02 -0.04 -0.02 -0.001
H 3.961505 5.606796 -1.092116 0.02 0.01 -0.02 0.001
H 2.811010 4.383241 -0.629343 0.04 -0.01 0.02 0.000
H 2.265498 6.039969 -0.876449 -0.01 -0.05 0.00 0.000
H -0.688863 4.452998 -3.592164 -0.05 -0.02 -0.02 0.001
H -0.160438 6.124898 -3.471254 0.00 -0.04 0.01 0.000
H -1.877638 5.741128 -3.442965 -0.01 0.01 0.02 0.000
H -2.203477 6.988929 -1.494546 0.01 -0.04 0.03 0.000
H -3.187549 7.873791 0.498990 0.02 -0.02 0.01 0.000
H -1.848903 8.145975 1.614574 -0.01 0.00 0.00 0.000
H -3.064843 6.932736 1.993716 0.00 -0.01 -0.01 0.000
H -0.921357 5.470025 2.281501 0.00 0.00 -0.05 0.000
H 0.066182 3.107532 2.227129 0.00 -0.01 -0.03 0.000
H 1.469652 4.142790 1.973404 0.01 0.01 -0.02 0.000
H 1.188571 2.767025 0.923495 0.05 -0.09 -0.04 0.014
```
Positions in Å, forces in eV/Å.

**Relative energy (zero: lowest compared OMol25 entry of this formula, charge and spin)**: 1.766 eV
**HOMO energy (alpha / beta)**: -11.7 / -12.5 eV
**Total energy**: -3374.28863 a.u.
**Strongest force on any atom**: 0.042 Eh/bohr
**Multiplicity**: 2
**Kohn-Sham gap (alpha / beta)**: 0.2200 / 0.2352 Eh
**Net charge**: +2



(3)
ORCA calculation (wB97M-V/def2-TZVPD) on a structure of composition C16H15BF4FeN4O5S2.

Structure (XYZ):
```
48
Properties=species:S:1:pos:R:3:forces:R:3:nbo_charge:R:1
Fe -1.128692 -0.466376 -0.537066 -0.11 0.06 0.05 1.470
O 3.082719 0.956098 4.957727 -0.01 0.03 0.01 -0.758
C 3.455579 0.256796 3.996653 -0.03 -0.03 0.01 0.734
O 4.533039 -0.346145 3.817509 0.03 -0.01 -0.02 -0.766
C 2.421818 0.105333 2.849054 0.00 0.00 0.00 -0.063
C 2.728783 -0.616751 1.702975 -0.01 0.00 0.00 -0.234
C 1.790580 -0.734325 0.691632 0.00 -0.02 0.01 0.041
N 0.578576 -0.182830 0.774945 0.01 0.06 -0.03 -0.554
C 0.273204 0.522778 1.872805 0.05 0.17 -0.09 0.062
C 1.162453 0.691425 2.919567 0.01 0.00 0.00 -0.211
C -1.095320 1.191098 1.858538 -0.27 -0.51 0.31 0.749
O -1.404250 1.944214 2.777952 0.09 0.19 -0.11 -0.687
O -1.839818 0.885885 0.858971 0.09 0.12 -0.09 -0.849
H 3.706421 -1.070686 1.620451 0.00 0.00 0.00 0.240
H 2.005497 -1.270140 -0.223500 0.00 0.00 -0.01 0.213
H 0.886047 1.280497 3.781538 -0.01 0.00 0.00 0.260
O -1.595550 -2.095671 0.706546 0.06 -0.01 -0.02 -0.653
N -2.287250 -3.127073 0.281831 0.00 0.00 -0.01 0.017
C -2.627298 -4.059075 1.197559 0.00 0.00 0.00 0.025
C -3.343754 -5.175027 0.860570 0.00 0.00 0.00 -0.300
C -3.726125 -5.338967 -0.475210 0.00 0.00 0.01 -0.203
C -3.374783 -4.386092 -1.394555 0.00 0.00 0.00 -0.240
C -2.635871 -3.237357 -1.039529 0.01 0.01 0.02 0.012
S -2.160815 -2.027906 -2.130032 -0.03 -0.02 -0.01 -0.277
H -2.276868 -3.826230 2.191434 0.00 0.00 0.00 0.231
H -3.593220 -5.896539 1.624675 0.00 0.00 0.00 0.212
H -4.292588 -6.208990 -0.782663 0.00 0.00 0.00 0.203
H -3.649656 -4.478686 -2.435579 0.00 0.00 0.00 0.223
S -2.063076 1.461634 -2.303541 0.06 0.04 0.03 -0.350
C -0.807159 2.466796 -1.742746 0.00 -0.02 -0.02 0.344
N 0.331419 2.590015 -2.436189 -0.01 -0.01 0.03 -0.611
C 1.554049 3.123887 -1.848048 0.01 0.00 0.00 -0.221
C 1.203859 4.239336 -0.880358 -0.01 0.00 0.01 -0.417
C 0.186988 3.723085 0.121302 0.02 0.02 0.00 -0.218
N -0.948400 3.151683 -0.593502 -0.03 -0.02 0.03 -0.618
H 0.448638 1.905511 -3.176099 -0.01 0.02 -0.04 0.454
H 2.188733 3.483499 -2.658585 -0.01 0.00 0.00 0.200
H 2.099132 2.323761 -1.338942 0.00 0.00 0.00 0.222
H 0.785503 5.089532 -1.426656 0.00 0.00 -0.01 0.194
H 2.100309 4.574816 -0.357666 0.00 0.00 0.00 0.215
H -0.183572 4.521747 0.763912 0.00 0.00 0.00 0.204
H 0.648024 2.972553 0.771237 0.00 0.01 -0.01 0.208
H -1.711316 2.793733 -0.026012 0.03 0.02 -0.03 0.450
F 0.645560 -0.383798 -2.113550 0.02 -0.06 0.00 -0.595
B 1.731658 -0.358313 -3.046517 -0.02 -0.01 -0.08 1.354
F 1.363597 0.498503 -4.115702 0.00 0.02 0.03 -0.578
F 1.979901 -1.639272 -3.516314 0.01 -0.03 0.00 -0.561
F 2.853307 0.172016 -2.400808 0.05 0.03 0.03 -0.571
```
Positions in Å, forces in eV/Å.

**Relative energy (zero: lowest compared OMol25 entry of this formula, charge and spin)**: 0.173 eV
**HOMO energy (alpha / beta)**: -3.0 / -3.0 eV
**Total energy**: -3698.80291 a.u.
**Strongest force on any atom**: 0.013 Eh/bohr
**Multiplicity**: 5
**Kohn-Sham gap (alpha / beta)**: 0.2650 / 0.2632 Eh
**Net charge**: -2



(4)
ORCA calculation (wB97M-V/def2-TZVPD) on a structure of composition C26H53N6O12PS in a non-equilibrium geometry.

Structure (XYZ):
```
99
Properties=species:S:1:pos:R:3:forces:R:3:mulliken_charge:R:1
C -2.239761 3.632888 -0.429095 -0.56 -0.96 -1.34 -1.283
C -1.701627 2.400797 -1.235467 0.41 -1.60 -0.20 0.846
C -0.954197 2.489797 -2.480573 -0.51 -1.18 0.89 -0.901
C -0.508234 1.301835 -3.179073 -0.92 -0.77 1.40 -0.350
C -0.818292 -0.029593 -2.649363 -0.92 2.00 1.10 -1.029
C -1.583894 -0.120964 -1.406165 0.32 1.21 -0.12 0.931
C -1.975242 -1.511812 -0.818381 2.21 0.97 -0.90 -1.293
O -3.079730 -2.049054 -1.599539 -1.17 0.98 0.98 -0.158
S -4.573063 -1.766667 -0.954499 0.14 -1.25 1.28 0.485
O -4.536209 -0.664858 0.020417 0.10 -0.54 -1.54 -0.498
O -5.501769 -1.295909 -2.312663 1.24 2.61 1.91 0.055
P -6.063547 0.267261 -2.197595 -3.25 2.16 -3.32 0.707
O -6.903425 0.494499 -3.406064 0.73 -0.81 1.25 -0.732
O -7.093285 0.533502 -0.900520 2.99 -0.25 -0.71 -0.413
O -4.891048 1.415531 -2.228563 -0.45 -1.54 1.37 -0.356
C -2.001036 1.080530 -0.707946 1.04 0.18 -1.52 -0.295
H -2.670349 4.338527 -1.192656 0.66 -0.25 0.92 0.336
H -3.128553 3.256784 0.150506 1.05 0.53 -0.21 0.306
H -1.467709 4.106052 0.220734 -0.70 -0.30 -0.54 0.299
H -0.740312 3.508744 -2.873526 -0.07 -0.98 0.17 0.392
H 0.086646 1.364768 -4.118444 -0.53 0.11 0.96 0.405
H -0.490035 -0.949136 -3.192053 -0.43 0.94 0.58 0.772
H -1.095078 -2.186862 -1.017534 -1.19 0.31 0.07 0.416
H -2.129894 -1.518849 0.285497 -0.34 0.19 -0.94 0.470
H -6.580566 1.037011 -0.231424 -0.44 -0.55 -0.08 0.323
H -5.296765 2.287681 -2.408135 0.03 -0.69 -0.12 0.303
H -2.563841 0.993875 0.252018 0.50 0.02 -0.99 0.185
C 3.552720 0.843304 -4.014385 0.05 -0.18 0.13 -0.051
O 2.561142 1.435465 -4.403508 -0.03 -0.10 0.04 -0.562
N 3.562223 -0.396768 -3.480766 0.23 0.33 -0.20 0.214
C 4.784883 -1.035982 -3.039463 -0.28 -0.08 0.02 -0.973
C 2.304870 -1.109271 -3.345674 -0.01 0.26 -0.08 -0.756
H 4.556433 1.296751 -4.071343 0.04 -0.05 0.03 0.328
H 4.928159 -1.962884 -3.600018 0.14 -0.01 0.09 0.358
H 4.705878 -1.263600 -1.974052 0.15 -0.04 -0.02 0.333
H 5.643348 -0.384875 -3.201942 -0.10 0.02 -0.01 0.312
H 1.849736 -1.222557 -4.332688 -0.10 -0.07 0.09 0.326
H 1.632046 -0.529069 -2.714881 0.03 -0.10 -0.01 0.081
H 2.468713 -2.090604 -2.902492 0.09 0.07 -0.04 0.409
C 3.349712 2.978227 -1.118909 -0.01 0.16 -0.14 0.218
O 3.159240 2.008244 -0.405826 0.18 0.09 0.13 -0.721
N 4.127804 4.039231 -0.801140 -0.30 -0.19 -0.21 0.199
C 4.307363 5.159536 -1.701958 0.08 -0.09 0.25 -0.991
C 4.801981 4.050454 0.484376 -0.18 -0.14 -0.28 -0.939
H 2.883174 3.065872 -2.114369 0.01 0.02 -0.02 0.212
H 5.367953 5.258932 -1.944758 -0.06 0.15 -0.09 0.341
H 3.959516 6.072928 -1.213406 0.06 0.08 -0.15 0.346
H 3.743309 5.010724 -2.622600 0.00 -0.07 0.08 0.340
H 5.455836 3.183432 0.551674 0.05 0.16 0.04 0.308
H 4.055609 3.989878 1.278994 0.08 0.06 0.02 0.234
H 5.387910 4.960219 0.600511 -0.02 -0.07 -0.07 0.371
C -11.135201 -2.446620 0.215255 0.00 0.05 -0.16 0.135
O -12.098135 -3.119332 0.531116 0.01 0.05 -0.15 -0.595
N -10.917525 -1.924046 -1.014413 0.15 -0.08 0.41 0.155
C -9.742177 -1.129319 -1.317824 -0.31 -0.12 -0.16 -0.898
C -11.892250 -2.167689 -2.061299 -0.10 -0.13 0.24 -0.971
H -10.336032 -2.202688 0.935501 0.05 0.05 -0.05 0.255
H -10.061027 -0.137596 -1.644924 0.26 0.03 -0.04 0.337
H -9.177731 -1.613498 -2.118343 0.12 0.20 0.00 0.337
H -9.102364 -1.027016 -0.442971 -0.11 -0.05 -0.01 0.230
H -12.861803 -1.773435 -1.750415 -0.03 -0.08 -0.13 0.299
H -11.989355 -3.243483 -2.220699 -0.12 0.06 -0.09 0.302
H -11.581319 -1.686824 -2.987485 0.07 0.01 0.11 0.378
C 5.956234 2.410243 2.835227 -0.03 -0.30 0.34 0.494
O 6.922512 3.101832 2.567298 0.05 -0.13 0.08 -0.654
N 5.999556 1.225579 3.486418 -0.16 0.35 -0.19 0.144
C 4.801649 0.461141 3.768633 0.28 0.00 0.02 -0.892
C 7.287384 0.703526 3.915908 -0.05 0.24 -0.26 -1.099
H 4.935578 2.709952 2.558871 -0.04 -0.17 0.15 0.083
H 4.704294 0.331339 4.849584 -0.14 -0.11 -0.04 0.319
H 4.879691 -0.518153 3.291021 -0.17 -0.03 0.08 0.345
H 3.917028 0.972589 3.389657 0.09 0.02 -0.03 0.290
H 7.756464 1.418171 4.590900 0.15 -0.13 -0.10 0.242
H 7.931133 0.574084 3.043850 0.09 -0.02 0.13 0.372
H 7.162510 -0.250540 4.423084 -0.03 0.10 -0.02 0.431
C -2.631856 -5.737546 -3.502260 -0.14 0.04 0.00 0.033
O -1.755946 -4.976865 -3.135527 -0.16 0.06 0.04 -0.556
N -3.959205 -5.470483 -3.472412 0.28 -0.32 -0.11 0.188
C -4.948990 -6.427041 -3.926142 0.00 0.28 0.11 -0.928
C -4.400614 -4.182994 -2.968861 0.16 -0.26 -0.22 -0.860
H -2.401357 -6.739494 -3.901057 -0.07 -0.02 -0.02 0.265
H -5.522538 -5.988898 -4.746172 -0.09 -0.16 0.01 0.315
H -5.622067 -6.667036 -3.099692 -0.08 -0.11 -0.13 0.317
H -4.472002 -7.342709 -4.274426 0.04 0.08 0.04 0.325
H -3.960170 -3.390622 -3.576205 -0.07 0.07 0.13 0.286
H -4.058512 -4.067835 -1.943145 -0.04 -0.08 -0.09 0.304
H -5.487419 -4.112095 -3.005188 0.06 -0.11 -0.07 0.418
C 7.907109 0.562932 7.122335 0.07 -0.04 0.25 0.400
O 8.685978 -0.122611 6.488057 0.01 0.00 0.26 -0.618
N 7.919514 0.715274 8.467166 -0.19 0.10 -0.36 0.087
C 6.956973 1.551276 9.156211 0.24 -0.18 0.09 -0.902
C 8.930181 0.018235 9.241991 0.07 -0.08 -0.27 -0.948
H 7.101135 1.133997 6.630641 -0.05 0.04 0.08 0.034
H 7.486917 2.339037 9.696531 -0.17 0.05 0.05 0.325
H 6.393090 0.940549 9.865228 -0.08 0.16 0.04 0.330
H 6.264349 2.007941 8.449747 0.08 -0.06 -0.02 0.314
H 9.920807 0.333681 8.909134 0.02 -0.11 0.10 0.297
H 8.833653 -1.056501 9.076731 0.13 0.02 0.08 0.297
H 8.813116 0.237623 10.302097 -0.07 0.04 -0.09 0.381
```
Positions in Å, forces in eV/Å.

**HOMO energy**: -8.8 eV
**Total energy**: -2993.47963 a.u.
**Strongest force on any atom**: 0.100 Eh/bohr
**Kohn-Sham gap**: 0.3273 Eh
**Net charge**: 0